Below is 21 unconnected molecules or ions with the total composition C81H214N10O25 in a non-equilibrium geometry, with properties calculated with ωB97M-V/def2-TZVPD.

Bonds (Å) are listed after each position.
Element x y z (Å)
1 C 10.773 -0.144 6.494  O2 1.480, H10 1.090, H11 1.090, H12 1.090
2 O 9.410 -0.338 5.949  C1 1.480, C3 1.419
3 C 8.901 0.106 4.702  O2 1.419, C4 1.476, H13 1.090, H14 1.090
4 C 7.451 -0.163 4.678  C3 1.476, N5 1.438, H15 1.090, H16 1.090
5 N 6.762 0.401 3.548  C4 1.438, C6 1.485, H17 1.010
6 C 5.334 -0.003 3.483  N5 1.485, C7 1.498, H18 1.090, H19 1.090
7 C 4.725 0.378 2.170  C6 1.498, O8 1.388, H20 1.090, H21 1.090
8 O 4.300 1.692 2.025  C7 1.388, C9 1.411
9 C 3.155 2.058 2.764  O8 1.411, H22 1.090, H23 1.090, H24 1.090
10 H 11.573 -0.459 5.824  C1 1.090
11 H 10.846 -0.758 7.392  C1 1.090
12 H 10.976 0.851 6.889  C1 1.090
13 H 9.358 -0.581 3.989  C3 1.090
14 H 9.172 1.159 4.620  C3 1.090
15 H 7.026 0.380 5.522  C4 1.090
16 H 7.198 -1.203 4.886  C4 1.090
17 H 7.115 1.250 3.130  N5 1.010
18 H 4.773 0.502 4.269  C6 1.090
19 H 5.224 -1.073 3.662  C6 1.090
20 H 3.882 -0.250 1.880  C7 1.090
21 H 5.461 0.076 1.425  C7 1.090
22 H 2.179 2.111 2.281  C9 1.090
23 H 3.264 3.095 3.080  C9 1.090
24 H 2.913 1.447 3.633  C9 1.090
25 C 1.257 8.592 -4.663  O26 1.398, H34 1.090, H35 1.090, H36 1.090
26 O 2.317 7.852 -5.194  C25 1.398, C27 1.385
27 C 2.385 6.539 -4.759  O26 1.385, C28 1.538, H37 1.090, H38 1.090
28 C 3.188 5.568 -5.640  C27 1.538, N29 1.472, H39 1.090, H40 1.090
29 N 4.646 5.634 -5.446  C28 1.472, C30 1.444, H41 1.010
30 C 5.267 6.863 -5.883  N29 1.444, C31 1.531, H42 1.090, H43 1.090
31 C 6.772 6.869 -5.602  C30 1.531, O32 1.424, H44 1.090, H45 1.090
32 O 7.430 7.974 -6.212  C31 1.424, C33 1.444
33 C 7.451 7.831 -7.649  O32 1.444, H46 1.090, H47 1.090, H48 1.090
34 H 1.079 8.354 -3.614  C25 1.090
35 H 0.369 8.455 -5.280  C25 1.090
36 H 1.444 9.663 -4.741  C25 1.090
37 H 1.422 6.123 -4.462  C27 1.090
38 H 2.880 6.548 -3.788  C27 1.090
39 H 2.870 5.617 -6.682  C28 1.090
40 H 2.830 4.556 -5.447  C28 1.090
41 H 4.969 5.250 -4.570  N29 1.010
42 H 4.666 7.667 -5.457  C30 1.090
43 H 5.006 6.941 -6.938  C30 1.090
44 H 7.351 5.996 -5.903  C31 1.090
45 H 6.817 6.882 -4.513  C31 1.090
46 H 6.471 7.721 -8.114  C33 1.090
47 H 8.044 6.999 -8.030  C33 1.090
48 H 7.929 8.684 -8.129  C33 1.090
49 C -3.903 -0.778 2.104  O50 1.466, H58 1.090, H59 1.090, H60 1.090
50 O -2.725 -0.970 1.253  C49 1.466, C51 1.437
51 C -1.704 -1.531 2.092  O50 1.437, C52 1.564, H61 1.090, H62 1.090
52 C -0.367 -1.651 1.289  C51 1.564, N53 1.479, H63 1.090, H64 1.090
53 N 0.088 -0.257 1.093  C52 1.479, C54 1.413, H65 1.010
54 C 0.995 -0.253 0.009  N53 1.413, C55 1.548, H66 1.090, H67 1.090
55 C 0.123 -0.167 -1.267  C54 1.548, O56 1.438, H68 1.090, H69 1.090
56 O 1.046 0.405 -2.209  C55 1.438, C57 1.452
57 C 0.814 1.713 -2.793  O56 1.452, H70 1.090, H71 1.090, H72 1.090
58 H -4.436 -1.674 2.423  C49 1.090
59 H -4.723 -0.341 1.532  C49 1.090
60 H -3.814 -0.047 2.908  C49 1.090
61 H -2.063 -2.496 2.452  C51 1.090
62 H -1.499 -1.060 3.054  C51 1.090
63 H -0.609 -2.083 0.317  C52 1.090
64 H 0.341 -2.285 1.823  C52 1.090
65 H -0.743 0.312 1.008  N53 1.010
66 H 1.673 -1.105 0.064  C54 1.090
67 H 1.588 0.661 -0.030  C54 1.090
68 H -0.804 0.402 -1.198  C55 1.090
69 H -0.027 -1.194 -1.599  C55 1.090
70 H -0.069 1.567 -3.416  C57 1.090
71 H 1.715 2.085 -3.281  C57 1.090
72 H 0.569 2.370 -1.959  C57 1.090
73 C 3.275 -0.493 7.515  O74 1.431, H82 1.090, H83 1.090, H84 1.090
74 O 2.154 -0.025 6.759  C73 1.431, C75 1.491
75 C 1.271 -1.065 6.157  O74 1.491, C76 1.519, H85 1.090, H86 1.090
76 C 0.389 -0.295 5.190  C75 1.519, N77 1.491, H87 1.090, H88 1.090
77 N -0.673 0.399 5.974  C76 1.491, C78 1.486, H89 1.010
78 C -1.740 1.099 5.213  N77 1.486, C79 1.561, H90 1.090, H91 1.090
79 C -1.338 2.253 4.243  C78 1.561, O80 1.432, H92 1.090, H93 1.090
80 O -0.858 3.442 4.882  C79 1.432, C81 1.428
81 C 0.369 3.451 5.612  O80 1.428, H94 1.090, H95 1.090, H96 1.090
82 H 3.685 0.423 7.940  C73 1.090
83 H 3.972 -0.897 6.780  C73 1.090
84 H 3.237 -1.426 8.077  C73 1.090
85 H 0.686 -1.530 6.951  C75 1.090
86 H 1.983 -1.756 5.706  C75 1.090
87 H -0.093 -1.064 4.585  C76 1.090
88 H 1.053 0.339 4.603  C76 1.090
89 H -0.257 0.979 6.688  N77 1.010
90 H -2.549 1.444 5.857  C78 1.090
91 H -2.278 0.323 4.669  C78 1.090
92 H -2.304 2.468 3.784  C79 1.090
93 H -0.698 1.773 3.503  C79 1.090
94 H 0.284 2.911 6.555  C81 1.090
95 H 0.515 4.438 6.051  C81 1.090
96 H 1.230 3.135 5.022  C81 1.090
97 C -8.269 -0.825 -1.186  C98 1.529, H103 1.090, H104 1.090, H105 1.090
98 C -7.774 -0.570 0.238  C97 1.529, C99 1.573, N102 1.502, H106 1.090
99 C -8.032 0.918 0.680  C98 1.573, O100 1.433, H107 1.090, H108 1.090
100 O -9.426 1.248 0.647  C99 1.433, C101 1.421
101 C -9.809 2.610 0.780  O100 1.421, H109 1.090, H110 1.090, H111 1.090
102 N -8.489 -1.400 1.265  C98 1.502, H112 1.010, H113 1.010
103 H -9.262 -0.389 -1.298  C97 1.090
104 H -8.629 -1.835 -1.383  C97 1.090
105 H -7.537 -0.481 -1.916  C97 1.090
106 H -6.715 -0.824 0.264  C98 1.090
107 H -7.477 1.589 0.025  C99 1.090
108 H -7.691 1.105 1.699  C99 1.090
109 H -9.202 3.260 0.149  C101 1.090
110 H -9.819 2.900 1.831  C101 1.090
111 H -10.798 2.608 0.323  C101 1.090
112 H -9.464 -1.138 1.225  N102 1.010
113 H -8.500 -2.329 0.868  N102 1.010
114 C 2.344 -2.000 -6.498  C115 1.477, H120 1.090, H121 1.090, H122 1.090
115 C 1.675 -1.111 -5.527  C114 1.477, C116 1.548, N119 1.441, H123 1.090
116 C 0.185 -1.436 -5.265  C115 1.548, O117 1.453, H124 1.090, H125 1.090
117 O -0.449 -1.329 -6.568  C116 1.453, C118 1.445
118 C -1.888 -1.371 -6.450  O117 1.445, H126 1.090, H127 1.090, H128 1.090
119 N 2.336 -0.952 -4.256  C115 1.441, H129 1.010, H130 1.010
120 H 1.613 -2.676 -6.942  C114 1.090
121 H 3.153 -2.613 -6.099  C114 1.090
122 H 2.667 -1.346 -7.308  C114 1.090
123 H 1.729 -0.122 -5.983  C115 1.090
124 H -0.305 -0.750 -4.574  C116 1.090
125 H 0.110 -2.429 -4.820  C116 1.090
126 H -2.400 -1.454 -7.409  C118 1.090
127 H -2.142 -0.372 -6.095  C118 1.090
128 H -2.152 -2.120 -5.704  C118 1.090
129 H 1.563 -0.677 -3.667  N119 1.010
130 H 2.662 -1.811 -3.837  N119 1.010
131 C 1.646 -5.963 1.707  C132 1.551, H137 1.090, H138 1.090, H139 1.090
132 C 0.412 -6.628 2.374  C131 1.551, C133 1.558, N136 1.458, H140 1.090
133 C -0.371 -5.611 3.257  C132 1.558, O134 1.429, H141 1.090, H142 1.090
134 O 0.282 -4.800 4.236  C133 1.429, C135 1.368
135 C 0.597 -5.411 5.419  O134 1.368, H143 1.090, H144 1.090, H145 1.090
136 N -0.274 -7.444 1.380  C132 1.458, H146 1.010, H147 1.010
137 H 1.431 -5.153 1.010  C131 1.090
138 H 2.115 -6.664 1.017  C131 1.090
139 H 2.348 -5.570 2.442  C131 1.090
140 H 0.845 -7.298 3.116  C132 1.090
141 H -1.279 -6.078 3.640  C133 1.090
142 H -0.699 -4.992 2.422  C133 1.090
143 H 1.674 -5.336 5.568  C135 1.090
144 H 0.236 -6.430 5.556  C135 1.090
145 H -0.063 -4.876 6.102  C135 1.090
146 H -0.802 -6.766 0.848  N136 1.010
147 H -0.929 -8.011 1.899  N136 1.010
148 C 2.293 -4.510 -2.209  C149 1.540, H154 1.090, H155 1.090, H156 1.090
149 C 3.816 -4.373 -2.022  C148 1.540, C150 1.595, N153 1.478, H157 1.090
150 C 4.662 -5.386 -2.919  C149 1.595, O151 1.382, H158 1.090, H159 1.090
151 O 6.011 -5.449 -2.626  C150 1.382, C152 1.382
152 C 6.847 -6.092 -3.520  O151 1.382, H160 1.090, H161 1.090, H162 1.090
153 N 4.257 -2.983 -2.263  C149 1.478, H163 1.010, H164 1.010
154 H 1.700 -3.857 -1.568  C148 1.090
155 H 2.003 -5.538 -1.992  C148 1.090
156 H 2.094 -4.273 -3.254  C148 1.090
157 H 4.033 -4.485 -0.960  C149 1.090
158 H 4.438 -5.078 -3.940  C150 1.090
159 H 4.158 -6.345 -2.801  C150 1.090
160 H 7.896 -5.937 -3.271  C152 1.090
161 H 6.601 -5.862 -4.557  C152 1.090
162 H 6.866 -7.170 -3.359  C152 1.090
163 H 3.928 -2.354 -1.543  N153 1.010
164 H 5.261 -2.942 -2.169  N153 1.010
165 C 7.311 -2.434 0.503  C166 1.583, H171 1.090, H172 1.090, H173 1.090
166 C 8.447 -3.516 0.291  C165 1.583, C167 1.584, N170 1.471, H174 1.090
167 C 7.894 -4.999 0.350  C166 1.584, O168 1.415, H175 1.090, H176 1.090
168 O 6.814 -5.238 1.234  C167 1.415, C169 1.376
169 C 6.195 -6.466 1.192  O168 1.376, H177 1.090, H178 1.090, H179 1.090
170 N 9.167 -3.262 -0.966  C166 1.471, H180 1.010, H181 1.010
171 H 7.261 -2.309 1.584  C165 1.090
172 H 6.375 -2.801 0.081  C165 1.090
173 H 7.553 -1.435 0.139  C165 1.090
174 H 9.193 -3.302 1.057  C166 1.090
175 H 8.649 -5.715 0.673  C167 1.090
176 H 7.572 -5.233 -0.664  C167 1.090
177 H 5.296 -6.375 1.801  C169 1.090
178 H 6.765 -7.366 1.420  C169 1.090
179 H 5.637 -6.724 0.292  C169 1.090
180 H 8.471 -3.180 -1.694  N170 1.010
181 H 9.640 -2.375 -0.869  N170 1.010
182 C -6.696 -2.065 4.782  C183 1.526, H188 1.090, H189 1.090, H190 1.090
183 C -7.888 -1.138 4.997  C182 1.526, C184 1.614, N187 1.451, H191 1.090
184 C -7.595 -0.187 6.268  C183 1.614, O185 1.477, H192 1.090, H193 1.090
185 O -6.426 0.632 5.888  C184 1.477, C186 1.422
186 C -6.229 1.756 6.738  O185 1.422, H194 1.090, H195 1.090, H196 1.090
187 N -8.129 -0.245 3.879  C183 1.451, H197 1.010, H198 1.010
188 H -6.824 -2.596 3.839  C182 1.090
189 H -6.695 -2.819 5.569  C182 1.090
190 H -5.805 -1.452 4.652  C182 1.090
191 H -8.784 -1.681 5.298  C183 1.090
192 H -7.235 -0.797 7.097  C184 1.090
193 H -8.496 0.350 6.564  C184 1.090
194 H -7.208 2.110 7.060  C186 1.090
195 H -5.690 2.577 6.265  C186 1.090
196 H -5.679 1.352 7.588  C186 1.090
197 H -8.081 -0.713 2.985  N187 1.010
198 H -7.297 0.318 3.975  N187 1.010
199 C -4.141 -1.798 7.432  C200 1.516, H203 1.090, H204 1.090, H205 1.090
200 C -3.213 -2.783 8.114  C199 1.516, C201 1.528, O202 1.441, H206 1.090
201 C -3.066 -4.004 7.207  C200 1.528, H207 1.090, H208 1.090, H209 1.090
202 O -1.882 -2.234 8.160  C200 1.441, H210 0.960
203 H -4.045 -0.788 7.833  C199 1.090
204 H -5.203 -1.927 7.640  C199 1.090
205 H -4.191 -1.865 6.345  C199 1.090
206 H -3.633 -3.029 9.090  C200 1.090
207 H -2.621 -3.736 6.249  C201 1.090
208 H -3.953 -4.543 6.874  C201 1.090
209 H -2.460 -4.752 7.719  C201 1.090
210 H -2.008 -1.283 8.184  O202 0.960
211 C 2.281 6.842 0.190  C212 1.528, H215 1.090, H216 1.090, H217 1.090
212 C 2.496 5.471 0.829  C211 1.528, C213 1.580, O214 1.382, H218 1.090
213 C 1.198 4.679 1.257  C212 1.580, H219 1.090, H220 1.090, H221 1.090
214 O 2.995 4.674 -0.184  C212 1.382, H222 0.960
215 H 1.792 6.726 -0.777  C211 1.090
216 H 3.256 7.306 0.042  C211 1.090
217 H 1.568 7.412 0.786  C211 1.090
218 H 3.214 5.376 1.645  C212 1.090
219 H 0.253 5.205 1.386  C213 1.090
220 H 1.220 4.200 2.236  C213 1.090
221 H 1.025 3.846 0.576  C213 1.090
222 H 3.406 3.905 0.217  O214 0.960
223 C 4.499 1.987 -4.087  C224 1.516, H227 1.090, H228 1.090, H229 1.090
224 C 5.284 0.839 -3.485  C223 1.516, C225 1.552, O226 1.397, H230 1.090
225 C 4.752 0.478 -2.072  C224 1.552, H231 1.090, H232 1.090, H233 1.090
226 O 5.091 -0.259 -4.326  C224 1.397, H234 0.960
227 H 4.962 2.259 -5.036  C223 1.090
228 H 4.400 2.871 -3.458  C223 1.090
229 H 3.496 1.627 -4.317  C223 1.090
230 H 6.331 1.117 -3.604  C224 1.090
231 H 5.258 -0.356 -1.585  C225 1.090
232 H 3.802 0.012 -2.333  C225 1.090
233 H 4.751 1.294 -1.349  C225 1.090
234 H 4.145 -0.352 -4.459  O226 0.960
235 C 5.362 2.167 -8.888  C236 1.470, H239 1.090, H240 1.090, H241 1.090
236 C 4.143 2.981 -8.779  C235 1.470, C237 1.546, O238 1.441, H242 1.090
237 C 2.999 2.404 -7.914  C236 1.546, H243 1.090, H244 1.090, H245 1.090
238 O 4.433 4.315 -8.316  C236 1.441, H246 0.960
239 H 5.183 1.242 -9.435  C235 1.090
240 H 5.704 2.054 -7.859  C235 1.090
241 H 6.047 2.736 -9.518  C235 1.090
242 H 3.821 3.031 -9.820  C236 1.090
243 H 2.014 2.621 -8.328  C237 1.090
244 H 2.889 2.857 -6.928  C237 1.090
245 H 3.063 1.321 -7.804  C237 1.090
246 H 4.329 4.538 -7.388  O238 0.960
247 C -3.728 5.267 4.434  C248 1.463, H251 1.090, H252 1.090, H253 1.090
248 C -2.661 6.269 4.441  C247 1.463, C249 1.480, O250 1.481, H254 1.090
249 C -2.597 7.093 3.214  C248 1.480, H255 1.090, H256 1.090, H257 1.090
250 O -2.949 7.143 5.602  C248 1.481, H258 0.960
251 H -4.765 5.497 4.192  C247 1.090
252 H -3.812 4.719 5.372  C247 1.090
253 H -3.567 4.466 3.712  C247 1.090
254 H -1.739 5.694 4.524  C248 1.090
255 H -1.973 7.959 3.437  C249 1.090
256 H -3.486 7.522 2.751  C249 1.090
257 H -2.166 6.513 2.398  C249 1.090
258 H -3.900 7.258 5.666  O250 0.960
259 C -5.352 -5.655 2.828  C260 1.558, H263 1.090, H264 1.090, H265 1.090
260 C -4.205 -6.332 3.637  C259 1.558, C261 1.554, O262 1.421, H266 1.090
261 C -4.654 -6.848 5.033  C260 1.554, H267 1.090, H268 1.090, H269 1.090
262 O -3.559 -7.388 2.939  C260 1.421, H270 0.960
263 H -6.168 -6.265 2.440  C259 1.090
264 H -4.827 -5.103 2.049  C259 1.090
265 H -5.772 -4.908 3.502  C259 1.090
266 H -3.481 -5.551 3.865  C260 1.090
267 H -5.190 -7.793 4.949  C261 1.090
268 H -5.248 -6.141 5.612  C261 1.090
269 H -3.751 -7.134 5.572  C261 1.090
270 H -3.744 -8.174 3.458  O262 0.960
271 C -9.274 -6.516 -0.604  C272 1.455, H275 1.090, H276 1.090, H277 1.090
272 C -8.473 -5.640 0.237  C271 1.455, C273 1.549, O274 1.355, H278 1.090
273 C -7.132 -5.111 -0.331  C272 1.549, H279 1.090, H280 1.090, H281 1.090
274 O -9.188 -4.599 0.727  C272 1.355, H282 0.960
275 H -10.113 -6.973 -0.080  C271 1.090
276 H -8.664 -7.256 -1.123  C271 1.090
277 H -9.501 -5.804 -1.398  C271 1.090
278 H -8.325 -6.302 1.090  C272 1.090
279 H -6.418 -5.891 -0.593  C273 1.090
280 H -6.684 -4.322 0.273  C273 1.090
281 H -7.276 -4.571 -1.267  C273 1.090
282 H -9.782 -4.941 1.399  O274 0.960
283 C -0.517 4.025 -6.690  C284 1.518, H287 1.090, H288 1.090, H289 1.090
284 C -0.895 2.557 -6.618  C283 1.518, C285 1.472, O286 1.413, H290 1.090
285 C -1.362 2.219 -7.973  C284 1.472, H291 1.090, H292 1.090, H293 1.090
286 O 0.274 1.783 -6.439  C284 1.413, H294 0.960
287 H -0.011 4.244 -7.630  C283 1.090
288 H 0.102 4.368 -5.861  C283 1.090
289 H -1.391 4.677 -6.691  C283 1.090
290 H -1.632 2.394 -5.831  C284 1.090
291 H -1.791 1.220 -8.042  C285 1.090
292 H -0.611 2.219 -8.762  C285 1.090
293 H -2.207 2.884 -8.151  C285 1.090
294 H 0.214 0.930 -6.874  O286 0.960
295 C -0.586 5.078 -2.445  C296 1.474, H299 1.090, H300 1.090, H301 1.090
296 C -1.676 6.032 -2.718  C295 1.474, C297 1.510, O298 1.354, H302 1.090
297 C -1.648 7.293 -1.889  C296 1.510, H303 1.090, H304 1.090, H305 1.090
298 O -1.353 6.396 -3.981  C296 1.354, H306 0.960
299 H -0.706 4.708 -1.427  C295 1.090
300 H 0.438 5.440 -2.360  C295 1.090
301 H -0.521 4.349 -3.253  C295 1.090
302 H -2.573 5.414 -2.742  C296 1.090
303 H -2.677 7.649 -1.844  C297 1.090
304 H -1.021 8.066 -2.333  C297 1.090
305 H -1.390 7.170 -0.837  C297 1.090
306 H -1.931 7.098 -4.288  O298 0.960
307 C -1.316 -3.955 -1.957  C308 1.501, H311 1.090, H312 1.090, H313 1.090
308 C -2.586 -3.796 -1.172  C307 1.501, C309 1.465, O310 1.377, H314 1.090
309 C -3.812 -3.405 -1.872  C308 1.465, H315 1.090, H316 1.090, H317 1.090
310 O -2.771 -4.981 -0.496  C308 1.377, H318 0.960
311 H -1.547 -4.629 -2.782  C307 1.090
312 H -0.428 -4.281 -1.416  C307 1.090
313 H -1.050 -3.111 -2.593  C307 1.090
314 H -2.409 -3.047 -0.400  C308 1.090
315 H -4.021 -3.867 -2.837  C309 1.090
316 H -3.710 -2.371 -2.202  C309 1.090
317 H -4.736 -3.452 -1.296  C309 1.090
318 H -3.402 -4.732 0.183  O310 0.960
319 C -4.570 1.681 -4.405  C320 1.560, H323 1.090, H324 1.090, H325 1.090
320 C -4.230 2.021 -2.921  C319 1.560, C321 1.584, O322 1.406, H326 1.090
321 C -5.268 1.296 -1.970  C320 1.584, H327 1.090, H328 1.090, H329 1.090
322 O -2.958 1.539 -2.567  C320 1.406, H330 0.960
323 H -4.080 2.450 -5.001  C319 1.090
324 H -5.654 1.738 -4.506  C319 1.090
325 H -4.366 0.675 -4.771  C319 1.090
326 H -4.176 3.102 -2.794  C320 1.090
327 H -6.297 1.440 -2.301  C321 1.090
328 H -5.302 1.711 -0.963  C321 1.090
329 H -5.207 0.207 -1.966  C321 1.090
330 H -2.294 2.148 -2.898  O322 0.960

Frontier orbital gap in Eh: 0.30349
HOMO in eV: -8.1